Record 1
Here is a molecular structure, C43H58BCl2InN6S3Sb at a distorted geometry from the OMol25 dataset. Energies are from ωB97M-V with the def2-TZVPD basis set.

Last column: Mulliken spin population.
Atoms and positions in Å:
In 0.54914 0.17757 -0.49292  0.023
C -3.04348 1.99875 -1.46814  -0.001
C -2.82875 2.90085 -0.26562  0.000
C -1.93470 4.09806 -0.61182  0.000
C -2.24628 2.25076 0.95662  0.000
C -2.54515 2.74574 2.22532  0.000
C -1.73509 2.06191 3.11298  0.000
C -1.71429 2.55973 4.54143  0.000
C -1.14411 1.73133 5.68589  0.000
C -1.00726 3.92698 4.51977  0.000
N -1.01561 1.17179 2.38203  0.000
N -1.33314 1.29364 1.07646  0.000
B -0.18742 -0.03581 2.88522  0.003
N -0.69933 -1.32202 2.19518  -0.001
N -0.53024 -1.56906 0.88418  -0.004
C -1.06731 -2.75284 0.61190  -0.007
C -1.60375 -3.28404 1.78730  -0.002
C -1.34858 -2.35579 2.77633  0.000
C -1.81205 -2.54181 4.19503  0.000
C -2.90541 -1.52903 4.55264  0.000
C -0.69755 -2.57409 5.24677  0.000
C -1.08922 -3.51772 -0.67793  0.001
C 0.17592 -4.37935 -0.74620  -0.006
C -1.20671 -2.67300 -1.93363  0.016
N 1.32782 0.09924 2.67529  -0.002
N 1.83322 0.10238 1.44131  -0.004
C 3.14996 0.20854 1.50749  -0.011
C 3.52176 0.26441 2.85358  0.000
C 2.34273 0.18283 3.56892  0.001
C 2.24523 0.17801 5.06519  0.000
C 2.74987 1.50515 5.64430  0.000
C 3.06548 -0.97360 5.65645  0.000
C 4.05442 0.29403 0.32065  0.013
C 5.06777 -0.85011 0.30553  -0.007
C 4.77047 1.64460 0.31124  0.002
H -3.42629 2.57937 -2.31050  0.000
H -3.77286 1.22552 -1.23755  0.000
H -2.11257 1.52116 -1.77161  0.001
H -3.81289 3.29571 0.03844  0.000
H -0.90593 3.76858 -0.75263  0.000
H -1.94567 4.82446 0.20234  0.000
H -2.28192 4.58415 -1.52304  0.000
H -3.25522 3.51954 2.45957  0.000
H -2.77242 2.74197 4.79190  0.000
H -0.07479 1.60151 5.58034  0.000
H -1.61547 0.75666 5.75976  0.000
H -1.33087 2.26636 6.61840  0.000
H 0.01942 3.81474 4.17774  0.000
H -1.00909 4.36524 5.51825  0.000
H -1.51638 4.60281 3.83716  0.000
H -0.39123 -0.13676 4.04188  0.000
H -2.12877 -4.21591 1.89320  0.000
H -2.26989 -3.54181 4.20533  0.000
H -2.58598 -0.52345 4.29673  0.000
H -3.13204 -1.57299 5.61820  0.000
H -3.81222 -1.74495 3.99059  0.000
H -0.29962 -1.58367 5.43400  0.000
H 0.11926 -3.21500 4.92056  0.000
H -1.09362 -2.96898 6.18321  0.000
H -1.96272 -4.19012 -0.62174  -0.001
H 1.03025 -3.72267 -0.88360  0.012
H 0.12092 -5.06425 -1.59141  0.000
H 0.30980 -4.95909 0.16710  0.000
H -0.36193 -1.99482 -2.00330  -0.008
H -2.12578 -2.09116 -1.94933  0.002
H -1.19905 -3.31310 -2.81604  -0.002
H 4.51552 0.35307 3.25124  0.000
H 1.20451 0.03580 5.35811  0.000
H 3.81166 1.62145 5.43408  0.000
H 2.60388 1.52905 6.72572  0.000
H 2.22420 2.34795 5.20155  0.000
H 4.11775 -0.85571 5.40533  0.000
H 2.72444 -1.92785 5.26202  0.000
H 2.96421 -0.98491 6.74285  0.000
H 3.44796 0.22055 -0.58619  0.008
H 5.72182 -0.80627 1.17698  0.000
H 5.67966 -0.78130 -0.59190  -0.003
H 4.56270 -1.81265 0.29261  0.005
H 5.40477 1.75828 1.19230  0.001
H 4.03586 2.44707 0.29884  0.000
H 5.38064 1.72684 -0.58549  0.000
S 3.13218 1.71690 -3.83399  0.002
Sb 1.11247 2.46066 -3.01800  -0.002
S 1.41736 2.51403 -0.56284  0.001
S -0.30480 0.45084 -2.85663  -0.001
Cl -3.58285 -0.98369 0.17189  0.000
C -5.02825 -1.51099 -0.74429  0.000
Cl -4.96961 -0.99687 -2.44112  0.000
H -5.91240 -1.06366 -0.29677  0.000
H -5.06658 -2.59776 -0.73147  0.000
C 1.88669 -1.42288 -1.26511  0.197
C 2.48119 -2.15393 -2.04869  0.096
C 3.15307 -3.03949 -2.90100  0.148
C 2.77507 -3.04044 -4.29189  0.079
C 2.91437 -4.17189 -5.11500  0.095
C 2.52987 -4.13653 -6.43932  -0.059
C 1.97767 -2.98806 -6.98532  0.102
C 1.80221 -1.87209 -6.17658  -0.058
C 2.18704 -1.89554 -4.85648  0.070
C 4.18294 -3.87721 -2.36757  0.009
C 4.21597 -4.20396 -0.99460  0.106
C 5.22760 -4.96915 -0.46411  -0.077
C 6.25466 -5.44421 -1.27128  0.130
C 6.25436 -5.11591 -2.62151  -0.068
C 5.24748 -4.35026 -3.16228  0.122
H 3.30162 -5.09614 -4.70340  0.003
H 2.66126 -5.01822 -7.05810  -0.002
H 1.67214 -2.97397 -8.02494  0.010
H 1.37173 -0.97040 -6.58593  -0.002
H 2.06700 -1.01412 -4.24538  0.034
H 3.41501 -3.84911 -0.36129  0.022
H 5.22524 -5.20849 0.59359  -0.003
H 7.05549 -6.04295 -0.85164  0.013
H 7.06284 -5.45714 -3.25911  -0.003
H 5.29210 -4.06627 -4.20466  0.006

Properties
**E**: -4572.23882 hartree
**Total charge**: -2
**Gap between HOMO and LUMO (alpha / beta)**: 4.621 / 4.623 eV
**HOMO energy (alpha / beta)**: -0.9000 / -0.9017 eV
**2S+1**: 2

=====

Record 2
Here is a molecular structure, C43H58BeBr3Cl4FN4O13PS2 at a distorted geometry from the OMol25 dataset. Energies are from ωB97M-V with the def2-TZVPD basis set.

Last column: Löwdin charge in e.
Atoms and positions in Å:
C 3.33758 -0.64261 0.81227  -0.019
C 4.71275 -0.13378 1.22310  -0.199
C 5.52905 -1.03441 1.88151  -0.048
C 6.79422 -0.69428 2.31677  -0.055
C 7.21184 0.60396 2.08656  -0.083
C 6.40709 1.51004 1.44263  -0.067
C 5.13472 1.17655 0.99033  -0.167
C 4.31413 2.28305 0.30964  -0.062
C 3.87851 1.95033 -1.09844  -0.050
C 2.57138 1.60125 -1.44438  -0.043
C 1.48276 1.56832 -0.38416  -0.136
C 0.35802 2.60238 -0.67910  -0.132
C -1.00952 2.25045 -0.04490  -0.067
C -1.42250 0.80943 -0.21694  -0.485
O -1.18284 0.01107 0.67463  0.018
O -2.04006 0.36748 -1.34386  0.079
C 2.21662 1.24918 -2.78710  -0.225
C 0.81940 0.80716 -3.19732  -0.125
C 0.95012 -0.52213 -4.01920  -0.134
C 0.03660 -1.66180 -3.46556  -0.120
C 0.75979 -2.99372 -3.59769  -0.242
C 1.89422 -3.28255 -2.85606  -0.065
C 2.53532 -4.49629 -2.93998  -0.088
C 2.06988 -5.47305 -3.80562  -0.086
C 0.96143 -5.18672 -4.57872  -0.083
C 0.31578 -3.97339 -4.46266  -0.047
N 3.13164 1.25761 -3.72558  -0.024
N 4.33887 1.62987 -3.37252  -0.209
P 5.51404 1.61380 -4.74023  0.428
S 5.98025 3.37462 -5.35227  0.219
C 4.80936 1.97923 -2.18360  -0.178
C 6.24123 2.36092 -1.90127  -0.014
H 3.23670 -1.68207 1.14494  0.075
H 2.52217 -0.09130 1.29280  0.084
H 3.24622 -0.63377 -0.28283  0.075
H 5.14762 -2.03728 2.06580  0.107
H 7.40131 -1.42101 2.84834  0.116
H 8.20853 0.86929 2.43683  0.112
H 6.81897 2.51513 1.32666  0.119
H 3.46031 2.58420 0.92672  0.124
H 4.96847 3.16452 0.29399  0.114
H 1.12988 0.52736 -0.32481  0.115
H 1.87273 1.80073 0.60776  0.100
H 0.67757 3.55125 -0.22362  0.128
H 0.23000 2.83303 -1.74294  0.113
H -1.05965 2.50087 1.01671  0.135
H -1.76491 2.87751 -0.54985  0.135
H -1.85021 -0.58496 -1.36550  0.113
H 0.20772 0.60325 -2.32037  0.078
H 0.37142 1.60591 -3.79665  0.077
H 1.97326 -0.91100 -3.96070  0.095
H 0.75068 -0.30314 -5.07454  0.120
H -0.24962 -1.47974 -2.42026  0.096
H -0.87211 -1.71926 -4.07790  0.119
H 2.32105 -2.54507 -2.17014  0.109
H 3.42007 -4.71350 -2.34478  0.107
H 2.57483 -6.43504 -3.85832  0.108
H 0.61249 -5.95985 -5.26041  0.110
H -0.56644 -3.82148 -5.08735  0.118
H 6.58531 0.83460 -4.25583  0.007
H 4.89241 0.91306 -5.79640  0.002
H 6.20009 3.14610 -1.13828  0.091
H 6.77290 2.79372 -2.75273  0.037
H 6.77298 1.52352 -1.42793  0.116
C 1.91948 3.90052 -7.08665  -1.573
Br 2.79958 2.83977 -8.43263  0.589
Br 0.11584 4.35326 -7.59476  0.672
Br 1.99609 3.03979 -5.35635  0.756
H 2.46945 4.82915 -6.99991  -0.016
F -2.73295 -0.62167 1.76891  -0.394
C -5.13458 0.86406 -1.59894  -0.069
C -5.96946 1.65817 -2.37583  -0.065
C -7.27463 1.89403 -1.97262  -0.007
C -7.72514 1.33237 -0.79031  -0.147
C -6.90624 0.53375 -0.01060  0.002
C -5.60310 0.29896 -0.41978  -0.050
N -9.09998 1.59988 -0.34586  -0.345
O -9.80082 2.28934 -1.05796  0.084
O -9.45361 1.11766 0.71315  0.062
H -4.11495 0.68338 -1.90994  0.078
H -5.60157 2.09635 -3.29444  0.104
H -7.92245 2.51203 -2.57778  0.118
H -7.26767 0.09602 0.90883  0.119
H -4.94893 -0.32111 0.18266  0.099
O 0.75282 6.07642 -4.48541  -0.183
H 0.48135 5.86849 -5.39230  -0.126
C -1.38397 -3.96119 2.32825  -2.026
Cl -2.94560 -4.78986 2.32085  0.534
Cl -0.09734 -5.12848 2.67797  0.520
Cl -1.10007 -3.21670 0.76002  0.555
Cl -1.39199 -2.69953 3.56840  0.566
C -3.37918 -3.68776 7.81107  -0.062
C -2.69311 -2.45472 7.28987  -0.078
O -2.04759 -1.94623 8.47197  0.104
C -1.88448 -2.96644 9.29981  -0.534
O -1.21248 -2.90442 10.31782  -0.033
O -2.52144 -4.05859 8.90860  0.115
H -3.44101 -4.48332 7.07388  0.148
H -4.37866 -3.48651 8.19710  0.147
H -1.93037 -2.67866 6.54266  0.100
H -3.38597 -1.72593 6.87852  0.153
Be 0.48905 -3.11198 10.91745  0.559
C -9.35805 1.91051 3.79647  -0.168
O -9.75322 2.71257 4.90732  -0.130
H -8.27266 1.93401 3.72460  0.077
H -9.68593 0.87804 3.94444  0.077
H -9.78717 2.30367 2.87459  0.060
H -10.71230 2.68207 4.95726  0.071
C -4.54571 4.29966 -8.54975  0.047
N -3.24954 4.67942 -9.17491  -0.454
O -2.91783 4.09459 -10.18176  0.075
O -2.61257 5.55702 -8.62471  0.000
H -4.99837 3.51328 -9.14315  0.095
H -4.33292 3.95396 -7.54214  0.098
H -5.17330 5.18613 -8.53504  0.102
C 0.95313 -2.28262 6.13699  -0.244
C 1.74563 -3.39400 6.83773  -0.216
C 2.95779 -3.71829 5.95688  -0.207
S 3.34165 -2.21086 5.05800  0.666
O 3.10931 -2.44131 3.65241  -0.323
O 4.58200 -1.66630 5.54194  -0.313
C 1.98363 -1.24382 5.70701  -0.213
H 0.19799 -1.84668 6.79344  0.099
H 0.44476 -2.68951 5.25878  0.037
H 2.08464 -3.03919 7.81453  0.097
H 1.13521 -4.28198 7.00619  0.113
H 3.82251 -4.01044 6.54797  0.107
H 2.72773 -4.49331 5.22733  0.104
H 1.61731 -0.56360 4.94085  0.111
H 2.35752 -0.68087 6.56232  0.111

Properties
**E**: -13684.70834 hartree
**Total charge**: +1
**Gap between HOMO and LUMO**: 0.981 eV
**HOMO energy**: -8.9356 eV

=====

What is the formula in the second record? C43H58BeBr3Cl4FN4O13PS2

=====

Which of these has the lowest total charge? C43H58BCl2InN6S3Sb

=====

What is the formula in the second record? C43H58BeBr3Cl4FN4O13PS2